Density functional theory data (the ωB97M-V functional and the def2-TZVPD basis) for C5H8N2 as an isolated structure.

Geometry as XYZ:
```
15
Properties=species:S:1:pos:R:3:lowdin_charge:R:1
N 0.18 -0.64 -1.10 -0.05
N 0.83 1.44 -0.31 0.03
C 0.21 1.11 0.79 -0.26
C -0.23 -0.10 1.12 0.08
C 0.94 0.40 -1.19 -0.26
C 0.31 -1.72 -2.05 -0.14
C -1.09 1.34 2.25 0.00
H 0.12 -0.79 1.89 0.08
H -0.63 2.10 2.88 0.05
H 1.71 0.52 -1.96 0.13
H 0.96 -1.49 -2.90 0.07
H 0.70 -2.64 -1.59 0.07
H -1.53 0.59 2.94 0.07
H -1.86 1.78 1.63 0.05
H -0.69 -1.93 -2.43 0.07
```

2S+1 ... 1
Orbital gap ... 8.48 eV
Maximum force ... 3.7 eV Å⁻¹
Net charge ... 0
Lowest unoccupied orbital energy ... 0.468 eV

Density functional theory data (the ωB97M-V functional and the def2-TZVPD basis) for C5H8N2 as an isolated structure.

Geometry as XYZ:
```
15
Properties=species:S:1:pos:R:3:lowdin_charge:R:1
N -0.78 1.58 1.95 0.02
N 0.37 -1.01 1.30 0.01
C 1.07 -0.88 0.03 -0.14
C -0.34 0.71 -1.61 -0.08
C -0.66 -0.18 0.92 -0.20
C -0.28 -0.38 -0.56 -0.32
C 0.10 1.69 1.15 -0.13
H 1.48 -1.81 -0.37 0.11
H 1.83 -0.09 0.04 0.11
H 0.03 0.32 -2.56 0.08
H 0.26 1.57 -1.32 0.05
H -1.66 -0.27 1.32 0.12
H -0.86 -1.24 -0.88 0.14
H -1.37 1.04 -1.76 0.08
H 0.79 -1.01 2.22 0.14
```

2S+1 ... 1
Orbital gap ... 10.93 eV
Maximum force ... 1.2 eV Å⁻¹
Net charge ... 0
Lowest unoccupied orbital energy ... 0.998 eV

Density functional theory data (the ωB97M-V functional and the def2-TZVPD basis) for one molecule with the formula C5H8N2.

Geometry as XYZ:
```
15
Properties=species:S:1:pos:R:3:lowdin_charge:R:1
N -0.12 2.40 0.38 0.16
N -0.33 2.13 1.52 -0.12
C 1.33 0.24 -1.12 -0.06
C -0.52 -0.36 0.90 -0.10
C 0.12 0.08 -0.35 -0.31
C -0.15 0.12 -1.78 -0.07
C -0.33 0.83 2.08 -0.18
H 0.67 0.51 2.52 0.13
H -0.60 1.01 -2.15 0.08
H -0.95 0.71 2.90 0.06
H -1.55 -0.48 0.79 0.07
H -0.47 -0.82 -2.19 0.09
H 1.92 -0.59 -1.28 0.07
H 1.70 1.19 -1.18 0.05
H 0.07 -1.17 1.51 0.14
```

2S+1 ... 1
Orbital gap (spin up / spin down) ... 8.43 / 8.24 eV
Maximum force ... 4.5 eV Å⁻¹
Net charge ... 0
Lowest unoccupied orbital energy (spin up / spin down) ... 0.773 / 0.894 eV

Density functional theory data (the ωB97M-V functional and the def2-TZVPD basis) for one molecule with the formula C5H8N2.

Geometry as XYZ:
```
15
Properties=species:S:1:pos:R:3:lowdin_charge:R:1
N 0.47 -0.32 -1.00 0.02
N 2.47 0.74 0.12 0.17
C -1.46 1.12 -0.93 0.03
C -0.74 0.12 -0.42 -0.43
C -1.21 -0.71 0.76 -0.05
C 1.65 -0.50 -0.21 -0.31
C 1.84 0.19 1.05 -0.11
H -1.25 -1.77 0.48 0.09
H 2.23 -1.39 -0.45 0.12
H -0.54 -0.62 1.62 0.06
H -1.11 1.71 -1.78 0.05
H 1.64 0.31 2.11 0.11
H -2.44 1.36 -0.53 0.05
H 0.66 0.15 -1.88 0.12
H -2.21 -0.39 1.06 0.08
```

2S+1 ... 1
Orbital gap ... 9.44 eV
Maximum force ... 0.5 eV Å⁻¹
Net charge ... 0
Lowest unoccupied orbital energy ... 1.039 eV
SMILES string ... C=C(C)N[C@@H]1C=N1

Density functional theory data (the ωB97M-V functional and the def2-TZVPD basis) for one molecule with the formula C5H8N2.

Geometry as XYZ:
```
15
Properties=species:S:1:pos:R:3:lowdin_charge:R:1
N 0.05 -0.33 -0.87 -0.17
N -0.74 0.23 0.13 0.05
C -0.57 1.55 1.96 -0.06
C 1.21 -0.71 -0.23 -0.07
C 0.02 0.52 1.22 -0.38
C 1.24 -0.24 1.05 -0.01
C -0.57 -1.02 -1.98 -0.04
H -1.18 -0.31 -2.53 0.09
H -0.51 1.59 3.04 0.00
H -1.47 0.97 0.16 0.15
H 2.09 -0.24 1.71 0.10
H -0.56 2.51 1.44 0.02
H 1.96 -1.26 -0.79 0.12
H -1.19 -1.87 -1.67 0.09
H 0.22 -1.38 -2.64 0.09
```

2S+1 ... 1
Orbital gap ... 7.30 eV
Maximum force ... 1.4 eV Å⁻¹
Net charge ... 0
Lowest unoccupied orbital energy ... 0.751 eV
SMILES string ... C=C1C=CN(C)N1

Density functional theory data (the ωB97M-V functional and the def2-TZVPD basis) for one molecule with the formula C5H8N2.

Geometry as XYZ:
```
15
Properties=species:S:1:pos:R:3:lowdin_charge:R:1
N 1.59 1.23 0.47 0.08
N 0.41 -0.63 -1.19 -0.02
C 1.85 0.04 0.33 -0.11
C -0.54 0.19 -0.41 -0.37
C -1.27 -0.71 0.60 -0.07
C 1.49 -1.06 -0.33 -0.15
C 0.11 1.43 0.30 -0.14
H -1.43 -1.70 0.17 0.08
H -2.25 -0.28 0.86 0.08
H -0.39 1.66 1.24 0.11
H 0.06 2.32 -0.34 0.11
H -0.71 -0.83 1.53 0.08
H 0.70 -0.15 -2.03 0.12
H 1.66 -2.10 -0.09 0.09
H -1.27 0.59 -1.12 0.14
```

2S+1 ... 1
Orbital gap ... 8.77 eV
Maximum force ... 0.6 eV Å⁻¹
Net charge ... 0
Lowest unoccupied orbital energy ... 0.368 eV
SMILES string ... C[C@H]1CN=C=CN1

Density functional theory data (the ωB97M-V functional and the def2-TZVPD basis) for C5H8N2 as an isolated structure.

Geometry as XYZ:
```
15
Properties=species:S:1:pos:R:3:lowdin_charge:R:1
N -2.66 0.75 0.08 0.07
N 0.91 0.02 -0.05 -0.19
C -1.01 -1.13 0.16 -0.05
C 2.38 0.17 0.05 -0.07
C 0.35 -1.23 0.07 -0.13
C -1.34 0.25 0.03 -0.35
C -0.15 0.94 -0.09 -0.05
H 3.01 0.17 1.23 0.17
H 0.99 -2.09 0.11 0.11
H -0.02 2.01 -0.20 0.11
H -3.34 0.07 -0.27 0.08
H -2.79 1.62 -0.41 0.08
H 2.74 -0.67 -0.57 0.07
H 2.64 1.08 -0.52 0.07
H -1.70 -1.95 0.37 0.10
```

2S+1 ... 1
Orbital gap ... 8.49 eV
Maximum force ... 4.4 eV Å⁻¹
Net charge ... 0
Lowest unoccupied orbital energy ... 1.004 eV

Density functional theory data (the ωB97M-V functional and the def2-TZVPD basis) for a 2-piece molecular cluster, C5H8N2 overall.

Geometry as XYZ:
```
15
Properties=species:S:1:pos:R:3:lowdin_charge:R:1
N -1.54 -2.00 -0.77 0.15
N -1.81 1.24 0.52 0.02
C 1.69 -0.16 -0.86 0.00
C -0.75 -1.60 -0.02 -0.26
C -1.07 1.73 -0.37 -0.16
C 0.21 -1.10 0.97 -0.20
C 1.30 -0.21 0.41 -0.20
H 2.52 0.47 -1.16 0.06
H -0.36 -0.57 1.74 0.11
H 1.79 0.42 1.16 0.11
H -1.07 1.44 -1.43 0.07
H -2.44 0.54 0.10 0.04
H -0.33 2.49 -0.09 0.06
H 1.19 -0.74 -1.63 0.07
H 0.68 -1.97 1.45 0.12
```

2S+1 ... 1
Orbital gap ... 11.22 eV
Maximum force ... 1.1 eV Å⁻¹
Net charge ... 0
Lowest unoccupied orbital energy ... 0.982 eV
SMILES string ... C=CCC#N.C=N

Density functional theory data (the ωB97M-V functional and the def2-TZVPD basis) for one molecule with the formula C5H8N2.

Geometry as XYZ:
```
15
Properties=species:S:1:pos:R:3:lowdin_charge:R:1
N -0.45 -0.12 0.67 -0.08
N -1.86 0.34 -2.58 0.15
C -0.45 0.52 1.99 -0.08
C 0.72 -0.10 -0.18 -0.29
C -0.45 0.80 -0.45 -0.26
C -1.29 0.54 -1.60 -0.17
C 0.94 -1.33 -1.04 -0.05
H -0.09 1.56 1.98 0.08
H -0.02 -1.74 -1.37 0.08
H 1.47 -2.11 -0.48 0.08
H 0.16 -0.05 2.69 0.08
H -1.48 0.52 2.36 0.08
H -0.34 1.86 -0.21 0.14
H 1.62 0.41 0.16 0.14
H 1.52 -1.09 -1.94 0.08
```

2S+1 ... 1
Orbital gap ... 10.78 eV
Maximum force ... 1.1 eV Å⁻¹
Net charge ... 0
Lowest unoccupied orbital energy ... 0.919 eV
SMILES string ... C[C@H]1[C@@H](C#N)N1C

Density functional theory data (the ωB97M-V functional and the def2-TZVPD basis) for an isolated ion of composition C5H8N2 and charge +2.

Geometry as XYZ:
```
15
Properties=species:S:1:pos:R:3:lowdin_charge:R:1
N -1.78 -0.55 -0.11 0.12
N 1.66 -0.02 0.01 0.10
C -1.36 0.88 -0.50 0.04
C -1.36 -1.26 0.87 0.21
C 0.94 0.90 0.51 0.01
C -0.20 1.51 -0.24 0.02
C 2.27 -0.79 -0.73 0.19
H 3.16 -0.32 -1.28 0.18
H 2.31 -1.89 -0.56 0.16
H -2.11 1.47 -0.99 0.14
H -0.57 -0.93 1.59 0.14
H 1.23 1.47 1.45 0.20
H -1.69 -2.21 1.25 0.13
H -2.40 -0.87 -0.89 0.21
H -0.10 2.58 -0.37 0.15
```

2S+1 ... 1
Orbital gap ... 9.86 eV
Maximum force ... 4.0 eV Å⁻¹
Net charge ... +2
Lowest unoccupied orbital energy ... -9.991 eV
SMILES string ... C=[N+]=C/C=C\[NH+]=C